C25H18ClNO4OsP as an isolated structure in a non-equilibrium geometry. Source: the OMol25 dataset; level of theory: ωB97M-V with the def2-TZVPD basis set.

Values from the calculation:
net charge = +3
relative energy (zero: lowest compared OMol25 entry of this formula, charge and spin) = 9.5 kJ/mol
2S+1 = 5
lowest unoccupied orbital energy (alpha / beta) = -10.399 / -12.165 eV

Each line ends with the Löwdin charge.
Positions of all 51 atoms, in Å:
Os (1.19135, 1.77075, -0.50352)  1.4652
O (-0.32715, 4.00775, 2.66238)  0.2647
C (0.27915, 3.28015, 1.79918)  -0.4029
O (-0.20075, 2.93835, 0.69578)  -0.0394
C (1.65255, 2.82395, 2.13148)  -0.1388
C (2.40315, 3.18465, 3.24548)  0.0918
C (3.72435, 2.75375, 3.32058)  0.0603
C (4.26815, 1.99865, 2.28138)  0.1005
C (3.44835, 1.66685, 1.21188)  -0.1160
N (2.17195, 2.05385, 1.15388)  -0.0624
C (3.86355, 0.87525, -0.06382)  -0.5164
O (4.93695, 0.38425, -0.18132)  0.2330
O (2.86805, 0.84675, -0.91552)  -0.1695
H (-1.20795, 4.35825, 2.41558)  0.2000
H (1.96205, 3.80805, 4.01078)  0.1518
H (4.34415, 3.02855, 4.16308)  0.1479
H (5.30545, 1.69235, 2.28528)  0.1569
Cl (0.25805, 1.89905, -2.59552)  0.7962
C (-1.40885, 1.46545, -2.35172)  -0.6057
C (-2.41595, 2.35695, -2.67682)  -0.0442
C (-3.73225, 1.99075, -2.42542)  0.0018
C (-4.02215, 0.74855, -1.87982)  -0.0077
C (-3.01225, -0.16205, -1.60252)  -0.0455
C (-1.68455, 0.19585, -1.82862)  -0.3844
P (-0.29575, -0.93785, -1.49732)  1.1824
C (-0.86605, -2.61425, -1.84382)  -0.3435
C (-1.10535, -2.95275, -3.18462)  -0.0519
C (-1.56645, -4.21845, -3.50852)  -0.0099
C (-1.73605, -5.17255, -2.50872)  0.0226
C (-1.50035, -4.83205, -1.18012)  -0.0109
C (-1.00865, -3.58045, -0.84052)  -0.0452
C (0.15355, -0.74175, 0.27068)  -0.4325
C (-0.77755, -0.30615, 1.23168)  -0.0779
C (-0.45715, -0.38255, 2.57578)  -0.0343
C (0.78825, -0.85625, 2.97678)  -0.0081
C (1.71125, -1.29595, 2.03358)  -0.0330
C (1.40145, -1.25055, 0.68698)  -0.1057
H (-2.18725, 3.30925, -3.12862)  0.1317
H (-4.52725, 2.68345, -2.66062)  0.1382
H (-5.04545, 0.47265, -1.67512)  0.1341
H (-3.25525, -1.13115, -1.19102)  0.1281
H (-0.90215, -2.23655, -3.96952)  0.1223
H (-1.78015, -4.47095, -4.53822)  0.1333
H (-2.04955, -6.17455, -2.76692)  0.1392
H (-1.70495, -5.55565, -0.40282)  0.1322
H (-0.77485, -3.35015, 0.18928)  0.1137
H (-1.75955, 0.02005, 0.92438)  0.1137
H (-1.19465, -0.11815, 3.32038)  0.1302
H (1.02395, -0.91275, 4.02818)  0.1317
H (2.65425, -1.71495, 2.34958)  0.1339
H (2.09655, -1.64595, -0.04292)  0.1283

=====

C23H34Os as an isolated structure. Source: the OMol25 dataset; level of theory: ωB97M-V with the def2-TZVPD basis set.

Values from the calculation:
net charge = +2
relative energy (zero: lowest compared OMol25 entry of this formula, charge and spin) = 18.8 kJ/mol
2S+1 = 1
lowest unoccupied orbital energy (alpha / beta) = -8.260 / -8.260 eV

Each line ends with the Löwdin charge.
Positions of all 58 atoms, in Å:
Os (-0.50510, 0.26802, 0.78520)  1.4412
C (1.20142, -0.03306, -0.50546)  -0.0432
C (0.19277, -1.00004, -0.86153)  -0.1655
C (-0.95917, -0.21082, -1.29252)  -0.1528
C (-0.61360, 1.17212, -1.18051)  -0.0617
C (0.73312, 1.30692, -0.70742)  -0.2363
C (1.53668, 2.57807, -0.65332)  -0.5445
C (2.70794, 2.46171, 0.32225)  -0.0150
C (2.07621, 2.74519, -2.09013)  -0.0017
C (0.65894, 3.78264, -0.30417)  -0.0144
C (-2.45686, -0.57899, -1.28642)  -0.5102
C (-2.76771, -0.78865, 0.21415)  -0.0359
C (-3.30028, 0.60411, -1.78621)  -0.0315
C (-2.86013, -1.79878, -2.11665)  -0.0133
C (0.49750, -2.49530, -0.91170)  -0.5192
C (0.33168, -2.93862, -2.37706)  -0.0010
C (1.96498, -2.73304, -0.52876)  -0.0380
C (-0.35976, -3.32967, 0.04614)  -0.0227
H (2.18632, -0.27894, -0.14725)  0.1328
H (-1.25835, 1.99913, -1.42137)  0.1286
H (3.40451, 1.67397, 0.03079)  0.0970
H (2.37210, 2.27697, 1.34499)  0.0728
H (3.26792, 3.39583, 0.32714)  0.1088
H (2.68368, 1.89060, -2.39388)  0.1014
H (2.70514, 3.63429, -2.12732)  0.1079
H (1.26704, 2.87301, -2.81105)  0.1010
H (0.27091, 3.72668, 0.71156)  0.0694
H (-0.17874, 3.90018, -0.99282)  0.0923
H (1.25689, 4.69090, -0.37209)  0.1091
H (-2.47487, 0.12477, 0.86799)  0.0794
H (-2.43032, -1.73065, 0.63613)  0.0823
H (-3.83976, -0.68765, 0.40236)  0.1326
H (-3.25088, 1.47851, -1.13578)  0.0915
H (-4.34370, 0.29393, -1.81952)  0.1072
H (-3.01083, 0.89493, -2.79646)  0.1138
H (-2.38175, -2.72308, -1.81467)  0.0631
H (-2.63679, -1.62079, -3.16933)  0.1127
H (-3.93738, -1.94132, -2.03110)  0.1095
H (1.00300, -2.37435, -3.02677)  0.1067
H (-0.68337, -2.81850, -2.74728)  0.0633
H (0.59890, -3.99237, -2.45858)  0.1102
H (2.65177, -2.24284, -1.22010)  0.1035
H (2.16659, -3.80231, -0.57497)  0.1083
H (2.20008, -2.41011, 0.48812)  0.0785
H (-1.41984, -3.31461, -0.18340)  0.0629
H (-0.22204, -3.00042, 1.08058)  0.0818
H (-0.03946, -4.36988, -0.00743)  0.1085
C (0.38733, 0.44530, 5.00907)  -0.0059
C (0.85220, -0.68021, 4.33653)  -0.0185
C (1.03247, -0.64801, 2.95805)  -0.0566
C (0.68534, 0.53500, 2.29351)  -0.2882
C (0.27083, 1.70406, 2.95511)  -0.0811
C (0.09525, 1.62521, 4.33196)  -0.0196
H (0.27327, 0.41088, 6.08446)  0.1332
H (1.09313, -1.58304, 4.88199)  0.1326
H (1.42021, -1.51034, 2.43162)  0.1024
H (0.11368, 2.64082, 2.43778)  0.0973
H (-0.22908, 2.50264, 4.87556)  0.1331

=====

One molecule with the formula C5H8 in a non-equilibrium geometry. Source: the OMol25 dataset; level of theory: ωB97M-V with the def2-TZVPD basis set.

Values from the calculation:
relative energy (zero: lowest compared OMol25 entry of this formula, charge and spin) = 162.1 kJ/mol
2S+1 = 1
SMILES = C=C/C=C/C
lowest unoccupied orbital energy = 1.046 eV

Each line ends with the Löwdin charge.
Positions of all 13 atoms, in Å:
C (1.29736, -1.52917, -1.40286)  -0.0051
C (0.99151, -1.05999, -0.18707)  -0.1902
C (0.38547, 0.27136, 0.08991)  -0.1353
C (-0.91261, 0.40890, 0.42150)  -0.1721
C (-1.47666, 1.66779, 1.03264)  -0.1166
H (1.78737, -2.49518, -1.45222)  0.0452
H (0.77270, -1.20613, -2.29456)  0.0596
H (1.13269, -1.70339, 0.67178)  0.0914
H (0.86554, 1.20361, -0.20548)  0.1081
H (-1.67231, -0.31202, 0.15753)  0.1006
H (-0.91718, 2.59279, 0.86874)  0.0693
H (-1.47119, 1.55270, 2.12578)  0.0776
H (-2.45829, 1.80391, 0.56697)  0.0674

=====

One molecule with the formula C3H3N5 in a non-equilibrium geometry. Source: the OMol25 dataset; level of theory: ωB97M-V with the def2-TZVPD basis set.

Values from the calculation:
relative energy (zero: lowest compared OMol25 entry of this formula, charge and spin) = 406.9 kJ/mol
2S+1 = 1
SMILES = [H]/N=c1/nccnnn1
lowest unoccupied orbital energy = -1.635 eV

Each line ends with the Löwdin charge.
Positions of all 11 atoms, in Å:
H (1.91332, 0.61088, 1.67590)  0.0392
N (1.01508, 0.19503, 1.80382)  0.1770
C (0.43562, 0.62089, 0.75185)  -0.5831
N (-0.90639, 0.78160, 0.81579)  0.1516
C (-1.46156, 0.01289, -0.13481)  -0.0716
C (-0.56610, -0.94381, -0.80198)  -0.0900
N (0.74308, -0.81634, -1.10493)  0.0114
N (1.34671, 0.35205, -1.34240)  0.0004
N (1.21885, 1.21466, -0.40836)  0.1090
H (-2.65369, -0.16770, -0.30651)  0.1637
H (-1.08492, -1.86016, -0.94836)  0.0924

=====

C25H24CoN4S3 as an isolated structure. Source: the OMol25 dataset; level of theory: ωB97M-V with the def2-TZVPD basis set.

Values from the calculation:
net charge = +1
relative energy (zero: lowest compared OMol25 entry of this formula, charge and spin) = 7.6 kJ/mol
2S+1 = 5
lowest unoccupied orbital energy (alpha / beta) = -3.627 / -5.801 eV

Each line ends with the Löwdin charge.
Positions of all 57 atoms, in Å:
Co (0.09450, -0.13763, -2.06594)  0.4915
C (-4.20659, 2.62857, -3.11359)  -0.3828
S (-4.35525, 1.12663, -2.13984)  0.9778
C (-2.76016, 0.52263, -2.10377)  -1.0181
S (-1.42230, 1.19428, -2.98272)  0.7858
N (-2.65487, -0.57258, -1.33041)  -0.0330
N (-1.43166, -1.00300, -1.25375)  -0.1718
C (-1.19808, -2.24787, -0.65986)  -0.0030
C (0.08203, -2.73706, -0.87245)  -0.2447
C (0.55163, -3.97863, -0.38557)  0.0090
C (1.83963, -4.36462, -0.65556)  -0.0377
C (2.66563, -3.52709, -1.41141)  -0.0213
C (2.15895, -2.32094, -1.86938)  -0.0797
N (0.91739, -1.92080, -1.61814)  0.0381
H (-5.08525, 3.22351, -2.87428)  0.0456
H (-4.19652, 2.39994, -4.17709)  0.0521
H (-3.30886, 3.17551, -2.83724)  0.0238
H (-1.98958, -2.76399, -0.13576)  0.1324
H (-0.11416, -4.60429, 0.19245)  0.1253
H (2.21135, -5.31131, -0.28819)  0.1203
H (3.68378, -3.79990, -1.64539)  0.1153
H (2.76602, -1.64587, -2.45970)  0.1214
C (-2.24916, 1.28413, 4.49078)  -0.0373
C (-1.55305, 0.08922, 3.82499)  -0.5583
C (-2.57751, -0.65326, 2.96622)  -0.0632
C (-1.03848, -0.87401, 4.90416)  -0.0406
C (-0.37418, 0.59562, 2.99794)  -0.1539
C (0.68685, 1.26300, 3.64439)  -0.0158
C (1.77609, 1.75859, 2.96321)  -0.0554
C (1.81990, 1.58027, 1.58287)  -0.4431
S (3.02598, 2.08632, 0.43845)  1.1691
C (2.09610, 1.39386, -0.82871)  -0.5107
N (0.97786, 0.82901, -0.44879)  0.0375
C (0.78727, 0.91889, 0.92196)  -0.2593
C (-0.31360, 0.43231, 1.62768)  0.0487
C (2.44652, 1.35975, -2.24544)  -0.2407
C (3.59118, 1.93072, -2.79080)  -0.0283
C (3.81571, 1.82859, -4.15488)  -0.0612
C (2.90135, 1.16783, -4.96401)  -0.0593
C (1.75019, 0.60089, -4.42000)  -0.0915
C (1.52405, 0.68887, -3.05760)  -0.2204
H (-3.08557, 0.93707, 5.09985)  0.0907
H (-2.63618, 1.97694, 3.74145)  0.0929
H (-1.57008, 1.83553, 5.14166)  0.0813
H (-3.39692, -0.99832, 3.59725)  0.0914
H (-2.13660, -1.53119, 2.48669)  0.0795
H (-3.00535, -0.01202, 2.19256)  0.0854
H (-1.87860, -1.28917, 5.46311)  0.0897
H (-0.38303, -0.37361, 5.61717)  0.0800
H (-0.48354, -1.70093, 4.45683)  0.0921
H (0.64780, 1.40038, 4.71670)  0.1157
H (2.56952, 2.27193, 3.48910)  0.1176
H (-1.10761, -0.05555, 1.08353)  0.0823
H (4.30361, 2.45167, -2.16167)  0.1094
H (4.70218, 2.26965, -4.58941)  0.1124
H (3.07865, 1.09897, -6.02942)  0.1122
H (1.04096, 0.10257, -5.07019)  0.1049

=====

C4H11O3P as an isolated structure in a non-equilibrium geometry. Source: the OMol25 dataset; level of theory: ωB97M-V with the def2-TZVPD basis set.

Values from the calculation:
relative energy (zero: lowest compared OMol25 entry of this formula, charge and spin) = 359.7 kJ/mol
2S+1 = 3
lowest unoccupied orbital energy (alpha / beta) = 0.492 / -1.990 eV

Each line ends with the Löwdin charge.
Positions of all 19 atoms, in Å:
C (-0.09922, 2.57342, 0.08708)  -0.1478
C (-0.27535, 1.23917, 0.80779)  -0.3406
C (-1.36348, -2.08563, 0.72465)  -0.2122
C (1.67854, -0.70888, -0.98827)  -0.3410
O (-0.93954, 0.16103, -1.49808)  -0.3915
O (-1.76428, -2.95981, -0.28020)  -0.0697
O (2.61324, 0.05561, -0.31952)  -0.1114
P (-0.08365, -0.27894, -0.36762)  0.8084
H (-0.50525, 3.28851, 0.82566)  0.0768
H (0.94748, 2.72988, -0.19112)  0.0714
H (-0.69466, 2.40935, -0.85261)  0.0730
H (-1.38243, 0.98201, 1.16865)  0.1171
H (0.41991, 1.09902, 1.56535)  0.0235
H (-2.06805, -1.27778, 0.89852)  0.0454
H (-1.08678, -2.58367, 1.69000)  0.0798
H (1.61132, -0.31557, -2.02799)  0.0994
H (2.01162, -1.77632, -0.71298)  0.1145
H (-1.57814, -2.58656, -1.13017)  0.0581
H (2.55873, 0.03515, 0.60086)  0.0468

=====

What is the formula in the first record? C25H18ClNO4OsP